Run A
{"formula": "C5H10N2", "method": "the ωB97M-V functional and the def2-TZVPD basis", "e_homo_ha": -0.3155, "homo_lumo_gap_ev": 9.2, "symbols": ["C", "C", "N", "N", "C", "H", "H", "H", "H", "H", "H", "H", "H", "C", "C", "H", "H"], "xyz": [[-1.91800, 0.70981, 0.27471], [-0.10279, -1.09788, 0.22711], [1.06370, -1.45191, -0.27922], [-0.49638, -1.50014, 1.45676], [-0.76354, 0.02520, -0.43096], [1.57046, -2.17550, 0.21705], [1.66792, -0.43767, -0.73205], [0.08804, -2.08532, 2.03057], [-1.30538, -1.09927, 1.89657], [-0.99946, -0.24950, -1.45866], [-2.26550, 1.55027, -0.32516], [-2.77678, 0.04840, 0.42446], [-1.61783, 1.10477, 1.24781], [1.90441, 1.03978, -1.06194], [2.59362, 2.02040, -1.25210], [3.15116, 2.86104, -1.58037], [0.20634, 0.73750, -0.65456]], "lowdin_charge": [-0.106, -0.434, 0.083, 0.169, -0.215, 0.090, 0.061, 0.111, 0.093, 0.128, 0.076, 0.073, 0.075, -0.181, -0.077, -0.024, 0.076]}


Run B
{"formula": "C5H10N2", "method": "the ωB97M-V functional and the def2-TZVPD basis", "e_homo_ha": -0.3101, "homo_lumo_gap_ev": 9.3, "symbols": ["C", "C", "C", "C", "C", "H", "H", "H", "H", "H", "H", "H", "H", "H", "H", "N", "N"], "xyz": [[2.39229, 0.13232, -0.29492], [0.13341, 0.47549, 0.71819], [-0.77617, 1.24679, -0.13313], [-1.32278, -1.10101, -0.09414], [0.21092, -0.72948, -0.22264], [2.94030, -0.67518, -0.97198], [3.11809, 0.50261, 0.46436], [2.02592, 1.08400, -0.86908], [-0.28388, 0.08422, 1.58796], [-1.28191, 2.08859, 0.41318], [-0.51187, 1.69458, -1.12365], [-2.43617, 0.27697, 0.88106], [-1.53476, -1.83711, -0.72282], [-1.44076, -1.31760, 1.03286], [0.07487, -0.12785, -1.21933], [1.30818, -0.45034, 0.44304], [-1.95044, 0.17636, -0.34486]], "lowdin_charge": [-0.099, -0.213, -0.215, -0.231, -0.283, 0.125, 0.082, 0.113, 0.097, 0.107, 0.114, 0.215, 0.050, 0.125, 0.148, -0.083, -0.051]}


Run C
{"formula": "C5H10N2", "method": "the ωB97M-V functional and the def2-TZVPD basis", "e_homo_ha": [-0.2420, -0.2416], "homo_lumo_gap_ev": [7.5, 7.5], "symbols": ["C", "C", "N", "C", "C", "C", "N", "H", "H", "H", "H", "H", "H", "H", "H", "H", "H"], "xyz": [[-0.20121, -1.05348, -2.17320], [-1.00802, -1.29726, -0.94876], [-0.97508, -0.41895, 0.04719], [-0.58023, 0.87385, -0.03012], [0.34869, 1.43347, 0.96832], [0.72303, 0.71404, 2.21092], [1.70073, 0.83783, 1.13455], [0.66888, -0.43686, -1.89528], [-0.71235, -0.50883, -2.97680], [0.14970, -2.00314, -2.59350], [-1.60098, -2.19296, -0.81155], [-1.26430, -0.75264, 0.96581], [-0.60673, 1.30199, -1.02413], [0.38811, 2.52040, 0.99340], [0.96132, 1.27022, 3.11438], [0.27937, -0.25855, 2.42068], [1.72907, -0.02913, 0.59809]], "lowdin_charge": [-0.114, -0.175, -0.052, -0.131, -0.319, -0.171, 0.012, 0.073, 0.073, 0.071, 0.099, 0.150, 0.096, 0.123, 0.096, 0.090, 0.080]}


Short version: run B is the least stable of them.


Run A
{"formula": "C5H10N2", "method": "the ωB97M-V functional and the def2-TZVPD basis", "e_homo_ha": -0.3347, "smiles": "N[C@@H]1C[C@@H]1[C@H]1CN1", "homo_lumo_gap_ev": 10.2, "symbols": ["N", "C", "C", "C", "C", "C", "N", "H", "H", "H", "H", "H", "H", "H", "H", "H", "H"], "xyz": [[-1.25479, -1.27140, 0.83377], [-0.75160, -1.17219, -0.50765], [0.68982, -1.37484, -0.82831], [-0.08392, 0.00301, -1.11373], [0.32244, 1.28817, -0.40677], [-0.41153, 1.88290, 0.74353], [0.92088, 1.30343, 0.92297], [-1.04769, -2.23257, 1.04549], [-0.63573, -0.75065, 1.44956], [-1.39835, -1.67181, -1.22549], [1.44182, -1.33690, -0.01870], [0.96813, -2.13842, -1.56266], [-0.45995, 0.26497, -2.11489], [0.80533, 2.00109, -1.07756], [-0.44815, 2.96481, 0.87185], [-1.27937, 1.33944, 1.10779], [0.86609, 0.38278, 1.34775]], "lowdin_charge": [0.052, -0.399, -0.048, -0.158, -0.289, -0.138, 0.017, 0.073, 0.048, 0.137, 0.101, 0.089, 0.133, 0.129, 0.098, 0.095, 0.060]}


Run B
{"formula": "C5H10N2", "method": "the ωB97M-V functional and the def2-TZVPD basis", "e_homo_ha": -0.2898, "homo_lumo_gap_ev": 8.9, "symbols": ["C", "C", "C", "C", "C", "N", "N", "H", "H", "H", "H", "H", "H", "H", "H", "H", "H"], "xyz": [[-0.77874, 1.63282, -0.27082], [-0.27204, 0.46612, -1.01545], [-0.45465, -0.99629, 1.02438], [0.89846, -1.71506, -0.95862], [0.03362, -0.64929, -0.35595], [0.25030, 1.90065, 0.84583], [1.12884, 1.17613, 1.16100], [-0.88142, 2.53308, -0.87521], [-1.71703, 1.44269, 0.25700], [0.09393, 0.62602, -2.01797], [-0.50256, -2.07610, 1.14655], [0.24015, -0.60805, 1.77255], [-1.43824, -0.57604, 1.22724], [0.38697, -2.67630, -0.98840], [1.77905, -1.83073, -0.32371], [1.22965, -1.44892, -1.95912], [0.00370, 2.79927, 1.33071]], "lowdin_charge": [-0.152, -0.121, -0.075, -0.062, -0.370, -0.186, 0.072, 0.106, 0.107, 0.100, 0.077, 0.057, 0.075, 0.077, 0.089, 0.074, 0.135]}


Short version: run B is the least stable of them.


Run A
{"formula": "C5H10N2", "method": "the ωB97M-V functional and the def2-TZVPD basis", "e_homo_ha": -0.3380, "smiles": "[H]/N=C/[C@@H](N)CC=C", "homo_lumo_gap_ev": 10.2, "symbols": ["H", "N", "C", "C", "N", "C", "C", "C", "H", "H", "H", "H", "H", "H", "H", "H", "H"], "xyz": [[-2.17590, -1.16637, 2.67973], [-1.38587, -0.93026, 2.08300], [-1.66590, -0.59264, 0.90973], [-0.60528, -0.18406, -0.08357], [-0.94153, 1.08610, -0.71669], [0.77369, -0.12578, 0.57094], [1.92998, -0.01637, -0.37371], [1.86852, 0.24634, -1.66488], [-2.69051, -0.52581, 0.50432], [-0.59371, -0.94461, -0.87835], [-0.91063, 1.83370, -0.03124], [-1.87723, 1.05573, -1.10925], [0.88941, -1.02485, 1.17964], [0.80011, 0.72183, 1.26256], [2.89233, -0.16934, 0.10061], [2.75871, 0.30794, -2.26847], [0.93382, 0.42844, -2.16439]], "lowdin_charge": [0.054, 0.104, -0.222, -0.417, 0.039, -0.191, -0.183, -0.006, 0.113, 0.145, 0.084, 0.072, 0.107, 0.120, 0.092, 0.048, 0.041]}


Run B
{"formula": "C5H10N2", "method": "the ωB97M-V functional and the def2-TZVPD basis", "e_homo_ha": -0.3071, "homo_lumo_gap_ev": 9.4, "symbols": ["C", "C", "C", "C", "C", "H", "H", "H", "H", "H", "H", "H", "H", "H", "H", "N", "N"], "xyz": [[0.81193, -0.35370, -0.34596], [0.73205, 1.29214, -0.11606], [-0.89898, 1.50334, 0.20893], [-1.65230, -1.21480, -0.10020], [-0.30212, -0.70077, 0.53650], [2.44529, -1.80766, 0.25390], [2.63525, 0.28041, 0.84779], [0.56988, -0.66060, -1.38489], [1.17782, 1.54149, 0.76329], [0.95566, 2.04140, -0.94232], [-1.21347, 1.48526, 1.22071], [-1.35656, 2.33417, -0.51717], [-2.40529, -1.55333, 0.72994], [-1.57507, -2.00026, -1.04825], [-0.35747, -0.88939, 1.73449], [2.18975, -0.66679, -0.02306], [-1.19253, 0.10554, -0.37076]], "lowdin_charge": [-0.467, -0.083, -0.096, -0.129, -0.271, 0.144, 0.205, 0.145, 0.022, 0.115, 0.070, 0.131, 0.112, 0.146, 0.184, -0.083, -0.146]}


Short version: run B is the least stable of them.


Run A
{"formula": "C4H10O", "method": "the ωB97M-V functional and the def2-TZVPD basis", "e_homo_ha": -0.3372, "smiles": "C=CO.CC", "homo_lumo_gap_ev": 9.9, "symbols": ["C", "C", "O", "H", "H", "H", "H", "C", "C", "H", "H", "H", "H", "H", "H"], "xyz": [[2.06805, 4.11311, 1.26041], [1.96551, 2.79970, 1.29519], [0.95934, 2.19190, 0.54938], [2.85097, 4.68951, 1.71100], [1.43008, 4.74035, 0.65000], [2.50049, 2.08852, 1.84338], [0.80062, 1.31509, 0.89494], [-1.49196, -3.49870, -1.19196], [-1.68604, -1.98629, -0.91703], [-0.71575, -3.62588, -1.94654], [-2.43394, -4.00354, -1.35785], [-1.03117, -3.97521, -0.31599], [-1.10357, -1.40956, -1.62889], [-2.73367, -1.73683, -0.93586], [-1.37895, -1.70216, 0.08985]], "lowdin_charge": [0.008, -0.253, -0.029, 0.044, 0.062, 0.089, 0.078, -0.163, -0.165, 0.057, 0.055, 0.057, 0.057, 0.050, 0.052]}


Run B
{"formula": "C4H10O", "method": "the ωB97M-V functional and the def2-TZVPD basis", "e_homo_ha": -0.3445, "smiles": "C=C(C)C.O", "homo_lumo_gap_ev": 10.2, "symbols": ["C", "C", "C", "C", "H", "H", "H", "H", "H", "H", "H", "H", "O", "H", "H"], "xyz": [[-0.09718, 1.23414, 0.49328], [0.34011, -0.01436, 0.36912], [0.82568, -0.83370, 1.55053], [0.68408, -0.62690, -0.97712], [-0.26736, 1.78319, -0.41373], [-0.22952, 1.72925, 1.44546], [1.26229, -0.09180, 2.22737], [1.70083, -1.42571, 1.27926], [0.16303, -1.49097, 2.10490], [0.28948, -0.00242, -1.77214], [0.09826, -1.48885, -1.23992], [1.76824, -0.59194, -1.01197], [-2.32221, 0.97846, -1.43833], [-2.52922, 0.36049, -0.72224], [-1.68650, 0.48111, -1.89448]], "lowdin_charge": [0.024, -0.415, -0.077, -0.073, 0.052, 0.068, 0.074, 0.069, 0.072, 0.053, 0.076, 0.089, -0.042, 0.051, -0.021]}


Short version: run A is the least stable of them.


Run A
{"formula": "C4H10O", "method": "the ωB97M-V functional and the def2-TZVPD basis", "e_homo_ha": -0.3757, "smiles": "CCCCO", "homo_lumo_gap_ev": 11.3, "symbols": ["C", "C", "C", "C", "O", "H", "H", "H", "H", "H", "H", "H", "H", "H", "H"], "xyz": [[0.31999, 1.56976, 0.89397], [0.86798, 0.78019, -0.29544], [-0.12381, -0.26599, -0.81740], [-0.62936, -1.22676, 0.23488], [-1.37784, -2.24727, -0.38992], [-0.73976, 1.86253, 0.69811], [0.91627, 2.51126, 1.09863], [0.34532, 0.92808, 1.83233], [1.77642, 0.29848, 0.03459], [1.18529, 1.46055, -1.10039], [-0.98144, 0.20451, -1.30363], [0.34763, -0.79851, -1.65304], [0.19283, -1.68148, 0.85746], [-1.32220, -0.69212, 0.90949], [-0.77733, -2.70322, -0.99964]], "lowdin_charge": [-0.133, -0.279, -0.223, -0.300, -0.078, 0.079, 0.081, 0.085, 0.095, 0.105, 0.117, 0.110, 0.134, 0.120, 0.088]}


Run B
{"formula": "C4H10O", "method": "the ωB97M-V functional and the def2-TZVPD basis", "e_homo_ha": -0.3169, "homo_lumo_gap_ev": 9.2, "symbols": ["C", "C", "C", "C", "H", "H", "H", "H", "H", "H", "H", "H", "H", "H", "O"], "xyz": [[-0.22567, 1.46285, -1.38869], [0.42480, 0.35762, -0.66596], [-0.34378, -0.67903, -0.13438], [0.28556, -1.86108, 0.53835], [-0.59980, 2.21391, -0.68349], [-1.13963, 1.16496, -1.92010], [0.37492, 1.99055, -2.13855], [1.50002, 0.27631, -0.67241], [-1.33684, -0.69318, -0.58446], [0.18781, -2.90322, 0.16164], [-0.17620, -1.92965, 1.52076], [1.30921, -1.51491, 0.69940], [-0.16236, 0.44464, 0.62788], [0.18331, 0.87495, 2.73619], [-0.28134, 0.79529, 1.90383]], "lowdin_charge": [-0.082, -0.159, -0.184, -0.068, 0.095, 0.087, 0.085, 0.133, 0.138, 0.094, 0.078, 0.083, 0.074, -0.043, -0.332]}


Run C
{"formula": "C4H10O", "method": "the ωB97M-V functional and the def2-TZVPD basis", "e_homo_ha": -0.3736, "smiles": "CC(C)CO", "homo_lumo_gap_ev": 11.2, "symbols": ["C", "C", "C", "C", "O", "H", "H", "H", "H", "H", "H", "H", "H", "H", "H"], "xyz": [[0.13631, -1.56320, -0.33003], [0.26390, -0.15006, 0.23773], [-0.76894, 0.09427, 1.33934], [0.13245, 0.89557, -0.87327], [0.70681, 2.13415, -0.47960], [0.32205, -2.31566, 0.44442], [0.85161, -1.72710, -1.14495], [-0.87148, -1.74043, -0.72793], [1.27049, -0.02379, 0.66177], [-1.77855, -0.12363, 0.96432], [-0.59369, -0.55213, 2.20704], [-0.75146, 1.13539, 1.67778], [-0.93207, 1.07281, -1.08572], [0.59355, 0.51881, -1.79944], [1.41901, 2.34501, -1.09146]], "lowdin_charge": [-0.089, -0.431, -0.083, -0.259, -0.067, 0.078, 0.073, 0.082, 0.136, 0.080, 0.076, 0.079, 0.123, 0.119, 0.083]}


Short version: run B is the least stable of them.


Run A
{"formula": "C4H10O", "method": "the ωB97M-V functional and the def2-TZVPD basis", "e_homo_ha": -0.3521, "smiles": "C=CCC.O", "homo_lumo_gap_ev": 10.6, "symbols": ["C", "C", "C", "C", "H", "H", "H", "H", "H", "H", "H", "H", "O", "H", "H"], "xyz": [[0.88104, 0.58896, 1.41424], [0.13947, 0.96333, 0.37816], [-1.16342, 0.24547, -0.07591], [-1.05805, -0.15142, -1.59964], [1.72167, 1.22297, 1.71854], [0.72088, -0.34429, 1.96617], [0.39625, 1.91028, -0.11475], [-1.32748, -0.68992, 0.49293], [-2.06944, 0.87141, 0.03711], [-0.05088, -0.37595, -1.98929], [-1.44447, 0.74243, -2.11763], [-1.72092, -1.00341, -1.82621], [2.05960, -1.32331, 0.57040], [1.45988, -1.86052, 0.00473], [1.45588, -0.79602, 1.14114]], "lowdin_charge": [-0.060, -0.153, -0.227, -0.116, 0.097, 0.091, 0.111, 0.101, 0.104, 0.070, 0.065, 0.066, -0.106, 0.053, -0.096]}


Run B
{"formula": "C4H10O", "method": "the ωB97M-V functional and the def2-TZVPD basis", "e_homo_ha": -0.3775, "smiles": "CC[C@@H](C)O", "homo_lumo_gap_ev": 11.3, "symbols": ["C", "C", "C", "C", "O", "H", "H", "H", "H", "H", "H", "H", "H", "H", "H"], "xyz": [[1.99167, 0.11147, -0.15789], [0.67194, -0.57126, 0.19269], [-0.53848, 0.32878, -0.04367], [-1.82212, -0.46700, -0.25672], [-0.61692, 1.15932, 1.11176], [2.00045, 1.14028, 0.21763], [2.13866, 0.14361, -1.24402], [2.84756, -0.41305, 0.27873], [0.56506, -1.50640, -0.36952], [0.64795, -0.83235, 1.25804], [-0.35823, 0.95309, -0.93536], [-1.78850, -0.99527, -1.21716], [-1.95341, -1.20784, 0.53976], [-2.70054, 0.18813, -0.26138], [-1.08509, 1.96848, 0.88710]], "lowdin_charge": [-0.108, -0.227, -0.472, -0.060, -0.046, 0.074, 0.072, 0.069, 0.111, 0.118, 0.141, 0.080, 0.084, 0.076, 0.090]}


Short version: run A is the least stable of them.


Run A
{"formula": "C4H10O", "method": "the ωB97M-V functional and the def2-TZVPD basis", "e_homo_ha": -0.3576, "smiles": "C=CC.CO", "homo_lumo_gap_ev": 10.8, "symbols": ["C", "C", "C", "H", "H", "H", "H", "H", "H", "C", "O", "H", "H", "H", "H"], "xyz": [[4.16491, -1.22006, -0.40308], [5.04731, -0.49064, 0.24360], [4.85710, 0.26965, 1.53385], [4.50182, -1.84406, -1.22250], [3.23541, -1.47041, 0.08045], [6.08945, -0.44577, -0.07095], [4.72145, 1.31059, 1.27180], [4.00719, -0.12005, 2.08680], [5.74814, 0.22069, 2.14961], [-5.78908, 0.08399, -0.55967], [-6.61282, 1.15846, -0.89902], [-4.98918, 0.17390, 0.17762], [-6.40455, -0.77689, -0.27002], [-5.27071, -0.23062, -1.47041], [-6.84864, 1.56803, -0.06272]], "lowdin_charge": [-0.027, -0.257, -0.112, 0.051, 0.052, 0.091, 0.068, 0.069, 0.065, -0.201, -0.104, 0.076, 0.075, 0.078, 0.076]}


Run B
{"formula": "C4H10O", "method": "the ωB97M-V functional and the def2-TZVPD basis", "e_homo_ha": -0.3338, "smiles": "C/C=C/C.O", "homo_lumo_gap_ev": 10.0, "symbols": ["C", "C", "C", "C", "H", "H", "H", "H", "H", "H", "H", "H", "O", "H", "H"], "xyz": [[0.55863, -0.37746, 0.64561], [-0.74087, 0.38941, 0.41400], [-0.89073, 1.02694, -0.74407], [-2.05258, 1.85692, -1.18567], [1.19090, -0.52461, -0.24613], [0.27319, -1.36656, 1.04160], [1.14941, 0.15135, 1.41239], [-1.41782, 0.36694, 1.27820], [-0.06413, 1.00519, -1.46646], [-2.44577, 1.58155, -2.17873], [-1.60982, 2.86511, -1.24978], [-2.89195, 1.88611, -0.47067], [2.79607, -2.95808, 1.27277], [2.38677, -2.84978, 0.38451], [3.75872, -3.05300, 1.09238]], "lowdin_charge": [-0.132, -0.173, -0.212, -0.120, 0.068, 0.066, 0.075, 0.107, 0.104, 0.072, 0.074, 0.075, -0.091, 0.039, 0.049]}


Run C
{"formula": "C4H10O", "method": "the ωB97M-V functional and the def2-TZVPD basis", "e_homo_ha": -0.3785, "smiles": "CCCCO", "homo_lumo_gap_ev": 11.3, "symbols": ["C", "C", "C", "C", "O", "H", "H", "H", "H", "H", "H", "H", "H", "H", "H"], "xyz": [[-2.19511, 0.01398, -0.18835], [-0.79576, 0.39464, 0.31656], [0.29491, -0.60428, 0.01544], [1.61463, 0.12856, 0.06465], [2.64986, -0.81804, -0.05272], [-2.29581, -0.89799, -0.79531], [-3.04567, 0.11187, 0.50008], [-2.12565, 0.86816, -0.83339], [-0.51631, 1.32896, -0.26342], [-0.83062, 0.72053, 1.35775], [0.14807, -1.03268, -0.98725], [0.30168, -1.43996, 0.72189], [1.64192, 0.87559, -0.74964], [1.66966, 0.69458, 1.01188], [3.48422, -0.34391, -0.11818]], "lowdin_charge": [-0.103, -0.292, -0.219, -0.311, -0.064, 0.075, 0.071, 0.051, 0.111, 0.109, 0.122, 0.123, 0.121, 0.122, 0.084]}


Short version: run A is the least stable of them.